Record 1
# C10H19NPdSi

C10H19NPdSi as an isolated structure at a distorted geometry (wB97M-V/def2-TZVPD, the Open Molecules 2025 dataset).

Results
HOMO level (spin up / spin down) = 0.129 / 0.006 Ha
ΔE to the lowest compared entry with this formula, charge and spin = 0.000 eV
E = -864.348639 Ha
<S²> = 2.01
Kohn-Sham gap (spin up / spin down) = 0.0948 / 0.2158 Ha

```
! wB97M-V def2-TZVPD RIJCOSX def2/J DEFGRID3
* xyz -2 3
Pd 1.182 0.323 -0.329
Si 0.146 0.339 2.540
N -0.253 -0.659 0.956
C -0.093 -1.939 0.229
C 1.674 1.400 2.367
C 0.375 2.513 -0.736
C -0.915 1.939 -0.969
C 0.578 0.831 -2.343
C 0.271 -0.857 3.956
C -0.783 0.872 -1.861
C 1.075 -1.749 -0.760
C 1.292 1.896 -1.659
C -1.149 1.624 3.085
H -0.629 -1.467 4.046
H -1.193 2.520 2.456
H 2.545 0.797 2.044
H 0.909 -1.854 -1.854
H 0.987 0.218 -3.125
H 1.130 -1.530 3.806
H 2.020 -2.191 -0.420
H 0.420 -0.322 4.914
H 0.613 3.338 -0.072
H -0.997 -2.091 -0.415
H -1.583 0.230 -2.242
H 2.338 2.186 -1.860
H 1.892 1.817 3.358
H -1.226 -0.423 0.777
H 0.048 -2.839 0.873
H -2.177 1.221 3.172
H 1.565 2.248 1.654
H -0.846 1.956 4.095
H -1.846 2.335 -0.557
*
```


Record 2
# C10H19O6P

One molecule with the formula C10H19O6P at a distorted geometry (wB97M-V/def2-TZVPD, the Open Molecules 2025 dataset).

Results
HOMO level = -0.377 Ha
E = -1185.187888 Ha
SMILES string = CCOP(=O)(CCC[C@@H]1COC(=O)O1)OCC
Kohn-Sham gap = 0.3973 Ha

```
! wB97M-V def2-TZVPD RIJCOSX def2/J DEFGRID3
* xyz 0 1
P 1.028 -0.077 -0.638
O -0.770 -3.531 1.016
O 0.385 0.493 0.832
O 1.950 0.921 -1.364
O 1.827 -1.576 -0.516
O -1.993 -1.766 2.070
O -2.503 -2.346 -0.143
C 3.265 -1.449 -0.675
C 1.085 1.678 1.328
C -3.002 -0.988 0.119
C -1.644 0.702 -1.506
C 0.686 3.049 0.600
C -1.656 -2.651 0.971
C 3.993 -0.676 0.556
C -0.473 -0.361 -1.798
C -3.057 0.061 -1.089
C -2.573 -0.523 1.590
H 2.204 1.438 1.314
H 4.864 -1.302 0.963
H -1.380 1.512 -0.743
H 4.387 0.357 0.266
H 0.341 2.906 -0.494
H -0.136 3.647 1.120
H 3.685 -2.528 -0.641
H -4.130 -1.218 0.270
H -3.598 -0.339 2.099
H -3.598 -0.371 -1.997
H -2.012 0.458 1.746
H 3.587 -1.037 -1.703
H 3.208 -0.567 1.390
H -1.827 1.265 -2.503
H -3.715 0.942 -0.718
H -0.806 -1.453 -1.826
H 0.775 1.787 2.439
H -0.053 -0.134 -2.852
H 1.657 3.675 0.521
*
```


Record 3
# C10H19O6PS2

One molecule with the formula C10H19O6PS2 (wB97M-V/def2-TZVPD, the Open Molecules 2025 dataset).

Results
HOMO level = -0.323 Ha
ΔE to the lowest compared entry with this formula, charge and spin = 0.261 eV
E = -1981.702066 Ha
SMILES string = CCOC(=O)C[C@H](SP(=S)(OC)OC)C(=O)OCC
Kohn-Sham gap = 0.3438 Ha

```
! wB97M-V def2-TZVPD RIJCOSX def2/J DEFGRID3
* xyz 0 1
S -3.154 1.491 -0.158
S -1.805 -1.136 1.959
P -2.792 -0.394 0.218
O -2.362 -1.292 -1.047
O -0.394 0.532 -0.246
O 2.696 -2.752 0.035
O 0.454 1.430 1.627
O -4.106 -1.179 0.706
O 2.407 -0.599 0.591
C 0.378 2.747 1.055
C -0.021 -0.879 1.624
C 3.916 -0.092 -1.261
C 3.762 -0.301 0.237
C 1.543 3.016 0.116
C -1.859 -0.748 -2.255
C -5.367 -0.930 0.107
C 1.999 -1.859 0.431
C 0.537 -2.029 0.799
C 0.026 0.436 0.884
H -0.022 -2.110 -0.138
H 3.235 0.681 -1.608
H 2.488 2.882 0.636
H 0.465 -0.788 2.596
H 1.480 4.036 -0.252
H 4.401 -1.124 0.573
H 1.500 2.335 -0.729
H -5.495 0.138 -0.088
H -5.461 -1.484 -0.829
H -2.042 0.329 -2.293
H 4.001 0.608 0.793
H 0.394 3.419 1.913
H 4.936 0.209 -1.482
H 0.419 -2.974 1.332
H -0.573 2.842 0.521
H 3.701 -1.017 -1.789
H -6.119 -1.271 0.817
H -0.786 -0.928 -2.323
H -2.377 -1.247 -3.073
*
```


Record 4
# C10H20

A 2-piece molecular cluster, C10H20 overall at a distorted geometry (wB97M-V/def2-TZVPD, the Open Molecules 2025 dataset).

Results
HOMO level = -0.387 Ha
ΔE to the lowest compared entry with this formula, charge and spin = 1.731 eV
E = -392.954977 Ha
SMILES string = C1CCCC1.C1CCCC1
Kohn-Sham gap = 0.4284 Ha

```
! wB97M-V def2-TZVPD RIJCOSX def2/J DEFGRID3
* xyz 0 1
C -1.206 -1.012 1.768
C 0.148 -1.728 1.357
C -0.214 2.071 -0.169
C -0.106 -2.130 -0.113
C -2.157 -1.271 0.573
C 1.521 1.747 -1.802
C -1.616 -2.489 -0.124
C 0.097 1.605 -1.576
C 2.138 1.197 -0.516
C 1.176 1.918 0.496
H -0.959 1.294 0.417
H 1.047 -1.075 1.494
H 3.091 1.629 -0.235
H 1.740 2.790 -1.828
H 0.551 -2.956 -0.389
H -1.505 -1.539 2.696
H -1.778 -3.387 0.505
H 0.350 -2.604 1.920
H -2.021 -2.618 -1.132
H 2.171 0.060 -0.377
H -0.673 0.025 1.896
H 0.127 -1.325 -0.764
H 1.034 1.322 1.458
H -0.413 2.232 -2.303
H -0.266 0.601 -1.811
H -0.654 3.096 -0.026
H 1.833 1.393 -2.793
H 1.618 2.875 0.766
H -1.807 -0.531 -0.131
H -3.266 -1.190 0.743
*
```


Record 5
# C10H20

A 2-piece molecular cluster, C10H20 overall at a distorted geometry (wB97M-V/def2-TZVPD, the Open Molecules 2025 dataset).

Results
HOMO level = -0.361 Ha
ΔE to the lowest compared entry with this formula, charge and spin = 4.797 eV
E = -392.842318 Ha
SMILES string = C1CCCC1.C1CCCC1
Kohn-Sham gap = 0.4007 Ha

```
! wB97M-V def2-TZVPD RIJCOSX def2/J DEFGRID3
* xyz 0 1
C -1.668 0.294 1.210
C 1.721 0.025 1.335
C -1.590 -1.240 0.794
C 2.397 -0.518 -1.039
C 1.893 -1.204 0.220
C -1.659 -0.975 -0.756
C -1.784 1.156 -0.043
C 1.696 1.285 0.454
C -2.321 0.347 -1.057
C 1.506 0.623 -1.045
H -2.467 2.040 0.426
H -0.812 -1.721 1.172
H -0.902 1.794 -0.193
H 1.027 2.139 0.552
H 2.437 -2.046 0.712
H 0.901 -0.028 2.023
H -2.414 0.589 2.013
H 0.877 -1.566 -0.050
H 3.372 -0.061 -1.143
H -3.451 0.162 -0.897
H 0.432 0.160 -1.272
H -0.594 -1.239 -0.994
H -2.339 -1.699 -1.417
H 2.263 -1.163 -1.863
H -0.495 0.574 1.497
H 1.451 1.552 -1.811
H -2.238 0.747 -2.001
H 2.598 -0.055 1.848
H -2.466 -1.966 0.920
H 2.627 1.992 0.403
*
```


Record 6
# C10H20BCuF4N6O2PS

C10H20BCuF4N6O2PS as an isolated structure at a distorted geometry (wB97M-V/def2-TZVPD, the Open Molecules 2025 dataset).

Results
HOMO level = -0.374 Ha
ΔE to the lowest compared entry with this formula, charge and spin = 0.000 eV
E = -3676.533635 Ha
Kohn-Sham gap = 0.2639 Ha

```
! wB97M-V def2-TZVPD RIJCOSX def2/J DEFGRID3
* xyz 1 1
Cu 0.258 -0.200 -0.015
S -0.598 -0.851 -2.451
P -0.743 2.745 -1.182
F 2.341 2.469 0.375
F 2.215 0.415 -0.638
F 3.649 2.010 -1.439
F 4.087 0.956 0.589
O -0.837 1.600 -0.190
O -0.918 4.134 -0.707
N -0.955 -2.925 -0.831
N -0.443 -2.211 0.201
N -1.110 -3.365 -3.067
N -3.074 1.544 -1.506
N 0.526 -0.565 2.014
N 1.695 3.736 -1.407
C 0.385 -2.272 3.672
C 0.863 2.714 -2.105
C 1.653 -0.290 4.092
C -0.867 -2.461 -2.103
C 0.086 -1.767 2.414
C 1.294 0.152 2.826
C -1.560 -3.680 1.832
C 1.189 -1.522 4.518
C -2.094 2.250 -2.392
C -0.662 -2.556 1.413
B 3.142 1.449 -0.253
H -2.382 -3.798 1.124
H 1.352 1.744 -2.043
H -0.987 -3.061 -4.017
H 2.284 0.319 4.723
H -1.023 -4.630 1.894
H 0.038 -3.251 3.974
H 1.148 4.598 -1.308
H -3.682 2.204 -1.025
H 0.714 2.993 -3.147
H -1.988 -3.472 2.810
H 1.894 3.395 -0.442
H 1.459 -1.905 5.492
H 2.603 3.874 -1.847
H 1.623 1.113 2.452
H -1.231 -3.885 -0.674
H -1.713 1.535 -3.116
H -2.415 1.139 -0.753
H -3.627 0.835 -1.977
H -1.043 -4.355 -2.887
H -2.547 3.099 -2.896
*
```


Record 7
# C10H20BrN2O4S

A 2-piece molecular cluster, C10H20BrN2O4S overall at a distorted geometry (wB97M-V/def2-TZVPD, the Open Molecules 2025 dataset).

Results
HOMO level = -0.147 Ha
E = -3775.458698 Ha
Kohn-Sham gap = 0.2430 Ha

```
! wB97M-V def2-TZVPD RIJCOSX def2/J DEFGRID3
* xyz -1 1
Br -2.787 0.297 0.022
S -1.611 4.203 0.530
O -1.347 -0.363 2.403
O -0.059 -4.124 0.463
O -1.698 4.705 -0.871
O 0.314 -1.685 1.921
N 1.161 -0.341 -0.469
N -0.189 -0.187 -0.869
C -1.627 -2.269 -0.477
C 3.431 -1.216 -1.229
C -1.019 5.567 1.552
C -3.283 4.181 1.198
C -1.138 -0.865 0.021
C -0.312 -3.245 -0.632
C -0.679 -0.970 1.541
C 3.463 -1.610 0.308
C 2.072 -0.483 -1.619
C -0.697 -4.857 -0.806
H -2.270 -2.800 0.258
H 0.572 -2.850 -1.241
H -0.178 -5.755 -0.400
H -1.633 6.454 1.383
H -1.058 5.277 2.603
H 4.412 -2.172 0.527
H 3.490 -0.688 0.946
H 0.012 5.782 1.274
H -0.354 -0.498 -1.826
H 4.305 -0.547 -1.463
H 3.603 -2.135 -1.855
H 0.006 -4.840 -1.734
H 1.629 -1.071 -2.465
H -3.852 3.417 0.670
H -3.755 5.155 1.051
H 1.421 0.559 -0.051
H 2.354 0.532 -2.013
H 2.620 -2.285 0.591
H -2.069 -2.211 -1.501
H -3.246 3.936 2.260
*
```